# 1
Entry from OMol25: a molecular structure, C18H15F3N3O7RuS2 (the ωB97M-V functional and the def2-TZVPD basis).

The geometry in ORCA input format:
```
! RIJCOSX wB97M-V def2-TZVPD def2/J DEFGRID3
* xyz 0 6
Ru 0.02 -0.52 -0.73
S -0.52 2.77 -1.19
S 0.08 -3.08 -0.97
F -0.85 3.28 -3.73
F 1.20 2.85 -3.17
F -0.23 1.25 -3.29
O 0.14 -4.44 -1.35
O 0.20 -2.08 -2.17
O -1.19 -2.60 -0.33
O -1.94 2.50 -1.17
O 0.29 1.70 -0.54
O 1.16 -2.56 -0.07
O -0.07 4.08 -0.85
N 0.05 -0.27 1.53
N -2.12 -0.14 0.01
N 2.23 -0.15 -0.01
C -3.60 -0.10 1.88
C 3.25 -0.14 -0.86
C -1.10 -0.18 2.19
C 2.93 -0.10 -2.32
C -2.33 -0.13 1.34
C -1.13 -0.10 3.57
C -0.07 2.54 -2.94
C -4.46 -0.13 -0.34
C 3.72 -0.24 1.84
C 1.27 -0.16 3.55
C -4.68 -0.08 1.01
C 2.44 -0.21 1.31
C -3.16 -0.17 -0.83
C 0.08 -0.11 4.25
C 4.56 -0.15 -0.39
C 1.22 -0.23 2.17
C 4.80 -0.20 0.97
C -2.88 -0.28 -2.29
H -5.69 -0.05 1.41
H 2.53 0.87 -2.59
H -1.97 -0.85 -2.50
H -3.69 -0.81 -2.78
H -2.06 -0.03 4.11
H 5.38 -0.13 -1.10
H -3.75 -0.10 2.94
H 2.21 -0.88 -2.58
H -5.28 -0.16 -1.05
H 2.21 -0.13 4.08
H 3.83 -0.28 -2.91
H 0.08 -0.06 5.33
H -2.78 0.71 -2.72
H 3.88 -0.29 2.90
H 5.81 -0.23 1.35
*
```

Output
- Molecular weight: 607.53 g/mol
- LUMO (alpha / beta): -0.93 / -1.77 eV
- Largest force on an atom: 0.65 eV/A
- Frontier orbital gap (alpha / beta): 8.35 / 7.81 eV
- Total energy: -70117.0292 eV

Atom-resolved charges from Mulliken, all expressed in e: 0.7564, 0.9271, 1.1319, -0.2434, -0.2441, -0.2254, -0.6383, -0.7038, -0.4622, -0.6450, -0.6346, -0.4784, -0.6512, 1.3421, 1.2867, 1.1210, -1.1034, 0.6033, 0.9194, -1.3644, 0.1335, -1.2668, 0.6834, -1.0356, -1.1139, -1.2108, -0.6844, 0.3279, 0.9086, -0.7877, -0.9495, 0.8559, -0.6570, -1.5622, 0.4298, 0.1071, 0.2119, 0.5052, 0.4096, 0.4675, 0.4012, 0.2935, 0.5056, 0.4065, 0.4494, 0.4325, 0.2068, 0.4112, 0.4272



# 2
Entry from OMol25: a single C4H3Cl2NO molecule (the ωB97M-V functional and the def2-TZVPD basis).

The geometry in ORCA input format:
```
! RIJCOSX wB97M-V def2-TZVPD def2/J DEFGRID3
* xyz 0 1
Cl 2.54 -1.75 1.01
Cl -1.30 2.34 0.63
O -1.76 -0.25 -1.39
N 0.27 -0.94 -0.62
C -0.40 0.98 0.26
C 0.88 0.56 1.01
C -0.63 0.03 -0.71
C 1.06 -0.73 0.59
H -2.58 0.27 -1.05
H 1.51 1.17 1.51
H 0.41 -1.67 -1.24
*
```

Output
- SMILES string: Oc1[nH]c(Cl)cc1Cl
- Molecular weight: 151.98 g/mol
- LUMO: 0.49 eV
- Largest force on an atom: 5.64 eV/A
- Frontier orbital gap: 8.68 eV
- Total energy: -32777.3713 eV

Atom-resolved charges from Mulliken, all expressed in e: -0.2081, -0.2180, -0.5521, -0.0120, 0.3289, -0.4296, 0.2152, -0.0736, 0.3434, 0.4680, 0.1381



# 3
Entry from OMol25: a single C15H21NO4 molecule (the ωB97M-V functional and the def2-TZVPD basis).

The geometry in ORCA input format:
```
! RIJCOSX wB97M-V def2-TZVPD def2/J DEFGRID3
* xyz 0 1
O 2.73 -1.54 -0.41
O 1.37 2.56 -0.31
O 4.11 -1.46 -2.67
O 0.73 1.56 -2.26
N 2.61 0.15 -1.89
C -0.83 -0.29 -0.78
C 2.45 -0.36 -0.60
C -0.87 1.13 1.15
C -3.81 -2.16 2.42
C 0.23 2.05 -1.02
C 2.15 1.49 -2.21
C -1.76 -1.10 1.34
C -1.58 -2.35 3.53
C -2.31 -2.28 2.18
C -1.54 0.16 1.90
C -0.48 0.96 -0.21
C 2.49 2.57 -1.18
C -0.68 3.23 -1.21
C 2.88 -0.77 -2.99
C -1.43 -1.30 -0.02
H -4.09 -1.23 2.94
H -0.49 -2.23 3.42
H 2.08 -1.52 -3.07
H 3.42 2.31 -0.62
H 2.95 -0.24 -3.92
H 2.10 0.25 0.20
H -1.80 -3.30 4.02
H -1.63 -2.27 -0.45
H -2.15 -3.20 1.64
H 3.98 -1.88 -1.81
H -0.52 -0.53 -1.81
H 2.63 3.56 -1.63
H -4.34 -2.26 1.45
H 2.60 1.76 -3.16
H -1.79 0.44 2.90
H -0.90 3.72 -0.29
H -1.94 -1.58 4.23
H -4.10 -2.98 3.07
H -0.21 3.94 -1.88
H -0.65 2.06 1.69
H -1.62 2.92 -1.65
*
```

Output
- SMILES string: CC(C)c1ccc([C@@]2(C)OC[C@@H](N(C=O)CO)O2)cc1
- Molecular weight: 279.34 g/mol
- LUMO: 0.73 eV
- Largest force on an atom: 3.16 eV/A
- Frontier orbital gap: 9.81 eV
- Total energy: -25575.4707 eV

Atom-resolved charges from Mulliken, all expressed in e: -0.6870, -0.4026, -0.6015, -0.4584, 0.0726, -0.1245, -0.0674, -0.6938, -1.4077, 1.6230, -0.0770, 0.9067, -1.5641, 0.3088, -0.4181, -0.6920, -0.5774, -1.7328, -0.4120, -0.9459, 0.3177, 0.3568, 0.2377, 0.2956, 0.4211, 0.6303, 0.4423, 0.3322, 0.4437, 0.3586, 0.3537, 0.3503, 0.3236, 0.4843, 0.3489, 0.3736, 0.3113, 0.4289, 0.4300, 0.3331, 0.3775



# 4
Entry from OMol25: a molecular structure, C37H36CdN3O11P2 (the ωB97M-V functional and the def2-TZVPD basis).

The geometry in ORCA input format:
```
! RIJCOSX wB97M-V def2-TZVPD def2/J DEFGRID3
* xyz -1 1
Cd 1.41 0.15 -1.19
P -0.80 0.80 1.57
P -0.56 -2.02 0.50
O 1.69 0.35 1.40
O 3.88 1.26 -4.28
O -0.44 1.20 0.17
O -0.30 2.71 -7.18
O 3.51 1.63 -1.26
O 1.85 2.05 -7.13
O 2.20 -1.39 2.71
O 3.57 -3.03 -2.98
O 3.40 2.49 0.93
O 2.27 -1.23 -2.67
O 0.75 -1.82 -0.20
N 0.57 1.37 -2.87
N 3.66 -0.54 -0.35
N -0.69 2.20 -4.48
C 0.56 2.02 -5.13
C -4.33 2.79 1.15
C 3.82 -0.60 1.11
C -1.85 1.85 -2.37
C -0.21 1.26 4.24
C -0.04 1.70 2.93
C -0.69 -3.69 1.15
C -3.22 -1.48 -0.25
C -1.57 -1.74 -2.00
C 0.31 -4.09 2.04
C -0.63 1.79 -3.23
C -3.86 -1.26 -2.56
C 0.30 -5.39 2.53
C 3.18 -2.06 -2.34
C -5.21 2.19 2.04
C -4.76 1.13 2.83
C -0.68 -6.28 2.13
C 2.47 -0.58 1.82
C 1.07 3.14 5.03
C -0.77 -0.97 1.96
C -4.19 -1.24 -1.21
C -2.55 -1.51 -2.96
C -3.45 0.68 2.71
C 4.39 0.52 -1.02
C 3.83 -1.87 -0.96
C -2.57 1.27 1.81
C 0.35 1.98 5.29
C 3.64 2.76 -0.42
C 1.23 3.58 3.72
C 1.42 1.56 -4.03
C -1.90 -1.72 -0.65
C -3.03 2.34 1.04
C -1.67 -5.88 1.24
C 2.73 1.45 -4.06
C -1.67 -4.58 0.74
C 0.67 2.86 2.68
C 0.64 2.27 -6.49
H 2.46 1.58 -6.54
H 1.09 -3.39 2.34
H -3.48 -1.45 0.80
H -1.70 -1.27 2.45
H -3.14 -0.13 3.35
H -5.21 -1.04 -0.91
H -1.49 2.54 -4.98
H 4.69 0.17 -2.01
H -2.43 -6.58 0.92
H 2.62 1.89 1.03
H -2.35 2.80 0.33
H -0.76 0.35 4.45
H -2.28 -1.50 -4.01
H -4.62 -1.06 -3.31
H -1.79 1.13 -1.56
H 0.81 3.20 1.65
H -1.93 2.84 -1.93
H -0.67 -7.30 2.50
H 0.09 -1.19 2.60
H 1.80 4.48 3.52
H -6.23 2.54 2.13
H 0.23 1.63 6.31
H 4.40 -1.47 1.41
H -2.74 1.66 -2.97
H 2.94 3.48 -0.83
H -0.54 -1.91 -2.30
H 4.66 3.16 -0.47
H 1.08 -5.71 3.21
H -2.44 -4.27 0.04
H -5.44 0.66 3.53
H -4.67 3.62 0.54
H 4.34 0.30 1.45
H 4.89 -2.14 -1.05
H 1.51 3.69 5.85
H 5.26 0.86 -0.45
H 3.35 -2.59 -0.30
*
```

Output
- Molecular weight: 873.06 g/mol
- LUMO: 1.96 eV
- Largest force on an atom: 0.41 eV/A
- Frontier orbital gap: 4.34 eV
- Total energy: -89093.4427 eV

Atom-resolved charges from Mulliken, all expressed in e: 4.6222, 0.5497, 0.0863, 0.3575, -0.5762, -1.1020, -0.7981, -0.2995, -0.5544, -0.8451, -0.7916, -0.5458, -1.0253, -0.4154, 0.0826, 0.4624, -0.2059, -0.4374, -0.7860, -1.8406, -0.0350, -0.3575, 1.0633, 0.3388, -0.3507, -0.7241, -0.5987, 0.2534, -0.5889, -0.7932, 0.0991, -0.5543, -0.7022, -0.5075, 0.5416, -0.5641, -1.3354, -0.6996, -0.7517, -0.4292, -1.1078, -0.8628, 0.9420, -0.7789, -0.3840, -0.7156, 0.4961, 0.6677, -0.5122, -0.7409, -0.8155, -0.5008, -0.6538, 0.8726, 0.2891, 0.3690, 0.4559, 0.9312, 0.2869, 0.4242, 0.2971, 0.4805, 0.4064, -0.0671, 0.2512, 0.2987, 0.4605, 0.4228, -0.5468, 0.3743, 0.3504, 0.3652, 0.6403, 0.4484, 0.4127, 0.4149, 0.4477, 0.4315, 0.2069, 0.6430, 0.3713, 0.4346, 0.4090, 0.4308, 0.4323, 0.5534, 0.5234, 0.3794, 0.3843, 0.4386



Relative energy (zero: lowest compared OMol25 entry of this formula, charge and spin)
In order: 4.2; 21.4; 44.1; 90.4
Unit: kcal per mole